[1]
Entry from OMol25: a structure of composition C30H58AsO7 in a non-equilibrium geometry (ωB97M-V/def2-TZVPD).

Element x y z (Å)
As (-4.126, 1.719, 2.040)
C (-2.593, 0.360, 1.873)
C (-3.122, -1.176, 1.653)
C (-2.153, -2.088, 0.659)
C (-2.141, -1.325, -0.798)
C (-3.503, -1.366, -1.709)
C (-3.471, -0.547, -3.142)
C (-2.080, 0.226, -3.549)
C (-0.707, 0.270, -2.633)
C (-0.740, -0.539, -1.204)
H (-5.150, 0.758, 1.373)
H (-4.378, 1.126, 3.462)
H (-3.051, 2.732, 2.567)
H (-3.819, 2.280, 0.597)
H (-5.216, 2.820, 2.212)
H (-1.907, 0.778, 1.021)
H (-1.923, 0.364, 2.860)
H (-3.206, -1.740, 2.702)
H (-4.193, -1.187, 1.132)
H (-1.097, -2.137, 1.163)
H (-2.593, -3.193, 0.577)
H (-4.435, -1.941, -1.295)
H (-4.468, -0.551, -3.783)
H (-2.071, 0.814, -4.564)
H (0.281, 0.854, -2.926)
H (0.166, -0.580, -0.432)
C (1.618, -6.309, -0.930)
C (1.312, -4.984, -0.284)
O (1.721, -4.714, 0.844)
C (0.486, -4.002, -1.071)
H (2.221, -6.915, -0.246)
H (0.688, -6.842, -1.142)
H (2.185, -6.151, -1.850)
H (-0.494, -4.433, -1.290)
H (1.003, -3.742, -1.998)
H (0.345, -3.091, -0.481)
C (-2.657, -2.001, 7.247)
C (-2.560, -1.998, 5.745)
O (-3.193, -1.190, 5.066)
C (-1.660, -3.021, 5.106)
H (-3.343, -1.209, 7.568)
H (-3.047, -2.962, 7.593)
H (-1.674, -1.810, 7.683)
H (-2.005, -4.027, 5.356)
H (-0.632, -2.875, 5.446)
H (-1.689, -2.900, 4.018)
C (-7.028, 6.621, 1.390)
C (-5.942, 5.593, 1.223)
O (-6.208, 4.401, 1.073)
C (-4.517, 6.078, 1.247)
H (-8.005, 6.127, 1.352)
H (-6.924, 7.117, 2.358)
H (-6.975, 7.353, 0.580)
H (-4.302, 6.550, 2.209)
H (-4.352, 6.785, 0.430)
H (-3.841, 5.226, 1.115)
C (3.851, 0.700, -3.532)
C (3.591, 1.281, -4.896)
O (4.076, 0.777, -5.908)
C (2.716, 2.504, -4.974)
H (4.498, -0.179, -3.629)
H (4.355, 1.438, -2.903)
H (2.908, 0.390, -3.075)
H (3.170, 3.322, -4.410)
H (1.723, 2.275, -4.581)
H (2.616, 2.812, -6.020)
C (-1.740, 4.993, -1.162)
C (-1.524, 6.480, -1.065)
O (-2.299, 7.198, -0.436)
C (-0.322, 7.053, -1.767)
H (-2.645, 4.721, -0.608)
H (-1.871, 4.704, -2.208)
H (-0.890, 4.465, -0.724)
H (-0.389, 6.856, -2.840)
H (0.592, 6.616, -1.356)
H (-0.293, 8.137, -1.611)
C (3.325, -4.421, 3.442)
C (4.362, -5.183, 4.222)
O (4.362, -6.412, 4.254)
C (5.400, -4.382, 4.963)
H (2.642, -5.128, 2.959)
H (2.748, -3.782, 4.115)
H (3.809, -3.819, 2.669)
H (4.915, -3.741, 5.704)
H (5.977, -3.779, 4.257)
H (6.082, -5.064, 5.481)
C (8.052, -2.615, -5.043)
C (7.746, -1.290, -4.397)
O (8.155, -1.020, -3.269)
C (6.920, -0.308, -5.184)
H (8.655, -3.221, -4.359)
H (7.121, -3.148, -5.255)
H (8.619, -2.457, -5.963)
H (5.939, -0.739, -5.403)
H (7.436, -0.048, -6.111)
H (6.779, 0.603, -4.593)

Output
energy = -107207.598 eV
gap between HOMO and LUMO = 4.51 eV
total charge = -1


[2]
Entry from OMol25: a structure of composition C27H34NbO11S in a non-equilibrium geometry (ωB97M-V/def2-TZVPD).

Element x y z (Å)
C (-0.477, -1.138, 0.592)
C (-0.445, -1.402, -0.918)
O (0.935, -1.300, -1.362)
C (1.042, -0.745, -2.595)
O (0.734, -1.324, -3.555)
C (1.635, 0.650, -2.610)
C (1.026, 1.462, -1.436)
C (1.296, 2.984, -1.509)
Nb (-0.085, 3.957, 0.060)
C (-1.865, 3.903, -1.355)
C (-3.003, 2.940, -0.976)
C (-3.877, 2.612, -2.207)
S (-5.150, 1.386, -1.830)
O (-6.384, 2.013, -1.536)
O (-4.717, 0.545, -0.771)
O (-5.403, 0.516, -3.174)
H (-1.369, -0.594, 0.896)
H (0.374, -0.530, 0.892)
H (-0.404, -2.101, 1.097)
H (-0.789, -2.426, -1.063)
H (-1.074, -0.686, -1.439)
H (1.479, 1.132, -3.571)
H (2.708, 0.569, -2.408)
H (1.454, 1.091, -0.511)
H (-0.058, 1.324, -1.432)
H (1.135, 3.395, -2.513)
H (2.352, 3.132, -1.256)
H (0.444, 5.658, -0.402)
H (-1.009, 4.669, 1.465)
H (-0.593, 2.281, 0.644)
H (1.341, 3.771, 1.210)
H (-2.265, 4.923, -1.390)
H (-1.485, 3.582, -2.333)
H (-3.668, 3.412, -0.252)
H (-2.674, 1.989, -0.564)
H (-3.278, 2.314, -3.069)
H (-4.440, 3.492, -2.517)
H (-4.533, 0.154, -3.420)
C (3.587, -3.419, -3.473)
C (3.584, -2.265, -4.134)
C (4.609, -1.966, -5.164)
O (4.613, -0.915, -5.769)
C (5.637, -3.006, -5.429)
C (5.638, -4.159, -4.767)
C (4.611, -4.457, -3.736)
O (4.615, -5.512, -3.136)
H (2.846, -3.652, -2.717)
H (2.848, -1.503, -3.955)
H (6.376, -2.771, -6.184)
H (6.378, -4.929, -4.945)
C (-1.287, 4.273, 6.379)
C (-0.736, 3.436, 5.505)
C (-1.409, 3.108, 4.221)
O (-0.913, 2.348, 3.426)
C (-2.717, 3.756, 3.954)
C (-3.267, 4.593, 4.830)
C (-2.596, 4.918, 6.110)
O (-3.095, 5.684, 6.912)
H (-0.813, 4.524, 7.320)
H (0.219, 2.957, 5.683)
H (-3.190, 3.507, 3.012)
H (-4.220, 5.074, 4.653)
C (-0.611, -5.714, 3.281)
C (0.107, -6.420, 4.149)
C (1.590, -6.366, 4.146)
O (2.245, -7.013, 4.937)
C (2.240, -5.492, 3.140)
C (1.522, -4.784, 2.271)
C (0.039, -4.839, 2.274)
O (-0.614, -4.194, 1.485)
H (-1.694, -5.740, 3.267)
H (-0.349, -7.063, 4.892)
H (3.322, -5.465, 3.154)
H (1.978, -4.141, 1.529)

Output
energy = -63448.590 eV
gap between HOMO and LUMO = 5.05 eV
total charge = -1


[3]
Entry from OMol25: a structure of composition C39H33N3O3P2Pd (ωB97M-V/def2-TZVPD).

Element x y z (Å)
Pd (-0.776, -0.132, 0.634)
O (-5.441, 1.989, 3.241)
C (-5.649, 0.733, 3.338)
C (-6.828, 0.235, 3.986)
C (-7.090, -1.108, 4.121)
C (-6.207, -2.073, 3.620)
C (-5.061, -1.631, 2.981)
C (-4.760, -0.280, 2.827)
C (-3.490, 0.040, 2.111)
O (-2.762, -0.846, 1.629)
N (-3.223, 1.350, 2.029)
N (-2.081, 1.812, 1.377)
C (-2.108, 3.073, 1.171)
C (-1.152, 3.908, 0.463)
C (-1.615, 5.205, 0.200)
C (-0.905, 6.144, -0.523)
C (0.352, 5.753, -1.022)
C (0.862, 4.506, -0.781)
C (0.180, 3.499, 0.019)
O (0.729, 2.405, 0.265)
H (-3.955, 1.973, 2.430)
H (-7.510, 0.983, 4.373)
H (-8.000, -1.420, 4.627)
H (-6.413, -3.131, 3.728)
H (-4.345, -2.333, 2.570)
H (-2.993, 3.621, 1.516)
H (-2.598, 5.471, 0.580)
H (-1.308, 7.132, -0.706)
H (0.933, 6.457, -1.614)
H (1.836, 4.216, -1.165)
C (2.872, -0.941, -1.555)
N (1.723, -0.355, -0.886)
P (1.454, -0.476, 0.818)
C (2.020, -2.225, 1.124)
C (1.031, -3.201, 1.217)
C (1.356, -4.543, 1.368)
C (2.685, -4.935, 1.451)
C (3.686, -3.974, 1.381)
C (3.352, -2.636, 1.217)
C (2.940, 0.408, 1.454)
C (3.342, 0.218, 2.778)
C (4.397, 0.940, 3.313)
C (5.062, 1.882, 2.536)
C (4.648, 2.104, 1.231)
C (3.587, 1.379, 0.699)
P (0.114, -0.318, -1.517)
C (0.487, 0.495, -3.145)
C (1.366, 1.578, -3.143)
C (1.564, 2.341, -4.286)
C (0.873, 2.045, -5.453)
C (-0.029, 0.989, -5.459)
C (-0.225, 0.227, -4.314)
C (-0.142, -2.068, -2.132)
C (-1.134, -2.824, -1.514)
C (-1.342, -4.155, -1.857)
C (-0.555, -4.761, -2.825)
C (0.435, -4.020, -3.462)
C (0.628, -2.689, -3.119)
H (3.786, -0.688, -1.013)
H (2.967, -0.543, -2.567)
H (2.808, -2.034, -1.611)
H (-0.004, -2.878, 1.167)
H (0.564, -5.280, 1.427)
H (2.939, -5.981, 1.575)
H (4.728, -4.266, 1.448)
H (4.144, -1.899, 1.158)
H (2.821, -0.506, 3.396)
H (4.696, 0.773, 4.342)
H (5.882, 2.454, 2.955)
H (5.135, 2.860, 0.628)
H (3.229, 1.589, -0.300)
H (1.872, 1.836, -2.219)
H (2.247, 3.182, -4.256)
H (1.021, 2.644, -6.343)
H (-0.590, 0.759, -6.358)
H (-0.940, -0.586, -4.334)
H (-1.740, -2.358, -0.742)
H (-2.121, -4.718, -1.354)
H (-0.709, -5.802, -3.084)
H (1.057, -4.479, -4.222)
H (1.392, -2.120, -3.636)

Output
energy = -73651.133 eV
gap between HOMO and LUMO = 5.17 eV
total charge = -2